Record 1
The following is a DFT calculation (wB97M-V/def2-TZVPD) of a structure of composition C7H13N2 in a non-equilibrium geometry.

- HOMO (spin up / spin down): -11.181 / -11.181 eV
- Frontier orbital gap (spin up / spin down): 7.826 / 7.824 eV
- Calculated total energy: -10437.2799 eV

ORCA input file:
```
! RIJCOSX wB97M-V def2-TZVPD def2/J DEFGRID3
* xyz 1 1
C -3.063 -0.126 0.006
C -1.886 0.086 -0.144
C 1.577 1.230 -0.336
C 1.668 -0.320 -0.135
C -0.512 0.220 -0.232
C -0.416 2.652 -0.160
C -0.087 -2.178 -0.196
N 0.117 1.451 -0.232
N 0.413 -0.812 -0.655
H -4.111 -0.466 0.103
H 2.183 1.957 0.319
H 1.743 1.503 -1.390
H 2.696 -0.820 -0.474
H 1.501 -0.639 0.907
H 0.272 -0.766 2.174
H -1.536 2.625 -0.159
H -0.392 -1.026 2.587
H 0.168 3.620 -0.079
H -0.870 -2.661 -0.946
H 0.620 -2.895 0.006
H -0.564 -1.852 0.755
H 0.479 -0.784 -1.719
*
```


Record 2
The following is a DFT calculation (wB97M-V/def2-TZVPD) of a structure of composition C37H34CrN4O4S2.

- HOMO (spin up / spin down): -11.423 / -11.424 eV
- Frontier orbital gap (spin up / spin down): 7.784 / 7.465 eV
- Calculated total energy: -103162.2765 eV

ORCA input file:
```
! RIJCOSX wB97M-V def2-TZVPD def2/J DEFGRID3
* xyz 1 4
Cr 0.095 0.398 0.861
O 0.856 -0.956 4.464
C 0.890 -0.535 3.337
O -0.026 0.179 2.741
C 2.113 -0.740 2.465
C 3.226 -1.449 2.937
C 4.324 -1.539 2.132
C 4.345 -0.857 0.893
C 5.487 -0.829 0.059
C 5.486 -0.091 -1.090
C 4.348 0.661 -1.449
C 3.223 0.638 -0.674
C 3.192 -0.142 0.498
N 2.064 -0.164 1.277
H 3.162 -1.896 3.918
H 5.200 -2.094 2.443
H 6.365 -1.387 0.360
H 6.366 -0.063 -1.719
H 4.367 1.271 -2.343
H 2.360 1.236 -0.936
C 1.658 -1.333 -2.718
C 1.303 0.065 -3.143
C 1.909 0.616 -4.265
C 1.564 1.880 -4.711
C 0.593 2.600 -4.040
C -0.037 2.093 -2.906
C -1.125 2.894 -2.256
C 0.350 0.828 -2.456
N -0.237 0.192 -1.289
C -1.188 -0.643 -1.504
C -1.906 -0.818 -2.798
C -1.490 -1.609 -0.390
C -2.503 -2.679 -0.599
N -0.763 -1.484 0.654
C -0.714 -2.513 1.668
C -1.618 -2.533 2.731
C -2.717 -1.528 2.843
C -1.460 -3.524 3.693
C -0.443 -4.457 3.602
C 0.432 -4.423 2.532
C 0.315 -3.453 1.543
C 1.248 -3.455 0.365
H 2.628 -1.618 -3.122
H 0.926 -2.058 -3.087
H 1.702 -1.431 -1.635
H 2.653 0.036 -4.797
H 2.038 2.295 -5.590
H 0.298 3.576 -4.403
H -1.475 3.667 -2.937
H -0.747 3.392 -1.365
H -1.977 2.273 -1.978
H -1.680 -0.014 -3.492
H -2.979 -0.834 -2.602
H -1.637 -1.769 -3.263
H -2.335 -3.209 -1.536
H -3.488 -2.207 -0.664
H -2.500 -3.385 0.226
H -2.321 -0.516 2.817
H -3.253 -1.650 3.782
H -3.444 -1.627 2.033
H -2.143 -3.547 4.532
H -0.332 -5.213 4.368
H 1.222 -5.160 2.452
H 2.011 -4.221 0.491
H 1.751 -2.495 0.243
H 0.720 -3.666 -0.569
O -3.546 0.960 -0.595
S -3.291 1.546 0.695
O -4.004 1.031 1.815
N -1.636 1.508 0.931
C -1.109 2.711 1.045
S 0.574 2.792 1.112
C -2.089 3.808 0.983
C -1.880 5.169 1.112
C -2.975 6.010 0.966
C -4.241 5.501 0.693
C -4.453 4.131 0.564
C -3.356 3.313 0.708
H -0.892 5.557 1.322
H -2.845 7.079 1.067
H -5.075 6.180 0.584
H -5.437 3.730 0.361
*
```


Record 3
The following is a DFT calculation (wB97M-V/def2-TZVPD) of a structure of composition C7H5HoLiO3 in a non-equilibrium geometry.

- HOMO (spin up / spin down): -9.752 / -12.070 eV
- Frontier orbital gap (spin up / spin down): 5.086 / 7.400 eV
- Calculated total energy: -39473.1829 eV

ORCA input file:
```
! RIJCOSX wB97M-V def2-TZVPD def2/J DEFGRID3
* xyz 1 5
O 3.074 -0.458 -3.040
C 2.405 -0.302 -2.086
C 1.599 -0.325 -1.077
C 1.228 0.261 0.087
C 0.430 -0.452 1.157
O 1.099 -0.481 2.311
Ho -0.192 -2.423 -2.370
H 1.768 1.154 0.434
H 0.023 -1.417 0.784
C -1.940 0.012 -0.915
C -1.810 0.803 0.156
C -0.748 0.676 1.169
O -0.849 1.306 2.221
Li 0.429 0.662 3.555
H -1.229 -0.792 -1.108
H -2.782 0.144 -1.597
H -2.503 1.631 0.319
*
```


Record 4
The following is a DFT calculation (wB97M-V/def2-TZVPD) of a cluster of 7 separate species, C5H26NO8 in total in a non-equilibrium geometry.

- HOMO: -13.292 eV
- Frontier orbital gap: 10.464 eV
- Calculated total energy: -23473.1366 eV

ORCA input file:
```
! RIJCOSX wB97M-V def2-TZVPD def2/J DEFGRID3
* xyz 1 1
C 0.333 -2.297 1.202
O -0.410 -3.179 0.361
C 0.125 -0.889 0.662
C 0.941 0.157 1.415
C 0.779 1.594 0.907
C -0.671 2.010 0.664
O -1.155 1.496 -0.590
N 0.500 -0.944 -0.783
H 1.377 -2.615 1.103
H 0.018 -2.386 2.237
H -1.381 -3.048 0.512
H -0.936 -0.679 0.736
H 1.997 -0.140 1.431
H 0.598 0.069 2.447
H 1.239 2.296 1.600
H 1.360 1.725 -0.019
H -0.756 3.098 0.655
H -1.378 1.602 1.388
H -0.687 1.887 -1.356
H 0.143 -0.112 -1.256
H 0.107 -1.790 -1.192
H 1.526 -0.911 -0.943
H -3.838 -2.810 0.827
H -3.213 -1.506 0.222
O -3.046 -2.263 0.846
H 1.435 2.110 -2.648
H 0.244 2.041 -3.612
O 0.529 1.793 -2.728
H 3.692 2.771 -1.663
H 3.907 2.221 -3.043
O 3.346 2.101 -2.265
H 3.943 -1.011 -1.491
H 3.340 0.427 -1.642
O 3.207 -0.454 -1.219
H -2.495 -1.009 3.856
H -2.464 -1.439 2.389
O -2.001 -0.865 3.053
H -2.628 0.509 -0.751
H -4.190 0.496 -0.555
O -3.438 -0.057 -0.754
*
```


Record 5
The following is a DFT calculation (wB97M-V/def2-TZVPD) of a structure of composition C36H58F2O12S6 in a non-equilibrium geometry.

- HOMO: -9.114 eV
- Frontier orbital gap: 9.038 eV
- Calculated total energy: -133271.1052 eV

ORCA input file:
```
! RIJCOSX wB97M-V def2-TZVPD def2/J DEFGRID3
* xyz 0 1
F 44.161 9.526 3.368
C 43.972 10.733 3.979
C 44.278 11.946 3.183
C 44.208 13.102 3.848
C 43.527 13.255 5.091
C 43.182 12.146 5.824
C 43.376 10.831 5.262
H 44.725 12.049 2.140
H 44.505 14.046 3.392
H 43.432 14.404 5.443
H 42.701 12.174 6.713
H 43.140 9.974 5.732
F 45.818 5.986 12.657
C 45.628 5.553 11.521
C 45.787 4.230 11.061
C 45.586 3.885 9.813
C 45.010 4.680 8.874
C 44.684 6.020 9.262
C 45.077 6.447 10.550
H 46.070 3.524 11.847
H 45.676 2.948 9.384
H 44.777 4.424 7.850
H 44.421 6.719 8.526
H 44.883 7.535 10.840
C 48.111 10.282 6.388
C 48.600 8.942 6.838
C 47.443 8.138 7.154
S 46.306 9.329 7.961
O 46.726 9.314 9.258
O 44.966 8.932 7.454
C 46.967 10.761 7.288
H 47.612 10.083 5.442
H 49.028 10.964 6.323
H 49.435 8.802 7.437
H 48.894 8.612 5.779
H 47.549 7.575 8.018
H 46.892 7.580 6.384
H 47.211 11.380 8.025
H 46.076 11.026 6.652
C 49.604 7.289 11.013
C 48.768 7.839 12.227
C 48.991 9.234 12.112
S 50.648 9.508 11.440
O 51.605 9.920 12.557
O 50.613 10.278 10.265
C 50.899 7.782 11.018
H 49.109 7.479 10.092
H 49.671 6.312 10.915
H 49.142 7.370 13.305
H 47.678 7.434 12.273
H 48.698 10.055 12.814
H 48.296 9.556 11.314
H 51.529 7.447 11.792
H 51.293 7.738 10.004
C 42.703 10.967 9.456
C 41.089 10.948 9.313
C 40.580 9.732 9.603
S 41.638 9.066 10.827
O 42.299 7.882 10.374
O 40.938 9.155 12.090
C 42.913 10.342 10.685
H 43.276 11.968 9.188
H 43.005 10.289 8.695
H 40.907 11.055 8.295
H 40.573 11.687 9.927
H 40.816 9.090 8.821
H 39.592 9.619 9.999
H 43.934 10.037 10.859
H 42.639 11.119 11.468
C 43.367 6.618 5.505
C 42.151 7.280 5.439
C 41.593 7.109 4.177
S 41.886 5.413 3.615
O 41.870 5.218 2.254
O 41.027 4.555 4.438
C 43.464 5.446 4.314
H 43.809 6.261 6.411
H 44.219 7.416 5.019
H 42.075 8.312 5.717
H 41.375 6.805 6.032
H 42.033 7.714 3.538
H 40.576 7.515 4.489
H 43.997 5.560 3.554
H 43.707 4.625 4.957
C 50.091 12.995 3.025
C 48.893 13.550 2.366
C 47.806 12.752 2.575
S 48.447 11.245 2.260
O 48.338 11.196 0.814
O 47.762 10.163 3.124
C 50.117 11.545 2.674
H 50.263 13.214 3.946
H 51.119 13.322 2.485
H 49.013 13.886 1.243
H 48.816 14.624 2.711
H 46.805 13.121 2.094
H 47.484 12.760 3.591
H 50.664 11.225 1.815
H 50.206 11.030 3.729
C 49.270 5.020 8.212
C 50.166 4.042 8.899
C 51.214 3.604 8.090
S 51.566 4.867 6.960
O 51.376 4.359 5.592
O 52.574 5.660 7.376
C 50.168 5.891 7.415
H 48.537 5.364 8.786
H 48.549 4.566 7.473
H 49.502 3.239 9.298
H 50.463 4.591 9.857
H 50.959 2.684 7.678
H 52.007 3.192 8.709
H 49.764 6.332 6.401
H 50.609 6.669 8.035
*
```